No. 1
{
  "formula": "C18H38O10S6Tl",
  "method": "ωB97M-V/def2-TZVPD",
  "elements": ["O", "C", "H", "O", "H", "H", "O", "O", "H", "C", "H", "H", "H", "C", "H", "H", "H", "H", "H", "O", "O", "C", "H", "S", "H", "H", "S", "H", "C", "O", "H", "H", "H", "H", "H", "S", "C", "H", "S", "S", "O", "C", "H", "O", "H", "H", "H", "C", "O", "H", "C", "C", "C", "Tl", "C", "C", "H", "H", "S", "C", "C", "H", "H", "H", "H", "C", "H", "C", "C", "H", "H", "H", "H"],
  "coordinates": [[-6.13, -17.57, 9.82], [-5.92, -16.55, 10.41], [-5.34, -10.23, 12.08], [-9.54, -11.61, 15.68], [-11.60, -14.48, 13.39], [-9.39, -9.23, 16.95], [-8.97, -14.54, 15.74], [-7.81, -11.35, 13.19], [-8.92, -16.49, 17.97], [-8.24, -10.58, 19.45], [-6.18, -9.00, 11.08], [-8.05, -17.26, 16.00], [-12.27, -11.54, 16.57], [-10.54, -14.38, 13.66], [-3.49, -14.07, 10.80], [-12.50, -9.78, 16.38], [-12.21, -13.92, 15.53], [-9.77, -12.22, 21.17], [-8.85, -9.98, 20.12], [-4.74, -12.84, 17.65], [-5.10, -13.12, 12.64], [-6.84, -16.05, 11.40], [-6.38, -17.17, 15.44], [-10.50, -10.53, 15.36], [-8.24, -13.08, 20.84], [-3.05, -11.25, 19.30], [-6.56, -16.60, 17.74], [-7.29, -10.90, 19.89], [-8.10, -16.85, 18.60], [-6.52, -15.17, 17.38], [-6.08, -14.60, 19.82], [-9.90, -14.72, 12.85], [-9.83, -9.76, 12.15], [-2.69, -12.92, 19.72], [-3.57, -11.88, 20.87], [-7.54, -9.93, 12.85], [-5.35, -14.08, 11.95], [-6.95, -18.57, 16.38], [-10.17, -15.21, 15.20], [-4.99, -12.61, 19.09], [-3.84, -16.17, 9.38], [-4.42, -14.60, 10.97], [-10.35, -13.31, 13.81], [-7.39, -14.50, 13.05], [-8.07, -16.31, 19.54], [-7.75, -16.61, 11.57], [-6.53, -10.74, 10.88], [-6.28, -9.95, 11.60], [-8.05, -12.85, 18.15], [-12.16, -15.36, 16.53], [-7.01, -17.49, 16.26], [-9.74, -9.02, 15.94], [-11.78, -10.57, 16.62], [-6.72, -12.87, 15.47], [-5.06, -14.21, 19.87], [-11.56, -14.53, 16.15], [-8.02, -9.98, 18.57], [-11.37, -10.40, 17.61], [-9.06, -12.07, 18.86], [-6.62, -14.86, 12.19], [-3.43, -12.13, 19.82], [-11.12, -13.98, 16.97], [-4.41, -14.90, 19.34], [-8.26, -17.92, 18.74], [-8.88, -8.81, 15.30], [-8.88, -9.40, 11.76], [-8.87, -8.31, 11.74], [-4.66, -15.78, 10.16], [-9.24, -12.85, 20.46], [-10.43, -8.18, 15.92], [-9.76, -13.79, 20.29], [-4.76, -14.12, 20.91], [-8.68, -9.76, 10.75]],
  "total_charge": 1,
  "homo_energy_ev": -10.638,
  "homo_lumo_gap_ev": 3.931,
  "lumo_ha": -0.24646,
  "e_tot_ha": -4022.15914,
  "max_force_ha_per_bohr": 0.0315
}


No. 2
{
  "formula": "C5H11N",
  "method": "ωB97M-V/def2-TZVPD",
  "elements": ["H", "C", "N", "H", "C", "H", "C", "H", "C", "H", "H", "H", "H", "C", "H", "H", "H"],
  "coordinates": [[0.17, -0.88, 2.48], [0.43, -1.49, 1.62], [0.87, -0.98, 0.42], [-0.56, -1.18, -1.02], [-0.65, 0.87, -0.30], [-1.23, 0.66, 0.60], [0.13, -0.40, -0.67], [-2.32, 0.54, -1.67], [1.98, -0.54, 1.05], [0.05, 1.68, -0.06], [-1.03, 1.56, -2.34], [2.78, -1.22, 1.34], [0.85, -0.20, -1.48], [-1.58, 1.32, -1.43], [2.24, 0.54, 0.96], [0.00, -2.50, 1.60], [-2.13, 2.22, -1.13]],
  "homo_energy_ev": -8.120,
  "homo_lumo_gap_ev": 9.252,
  "lumo_ha": 0.04161,
  "e_tot_ha": -251.73583,
  "max_force_ha_per_bohr": 0.0149
}


No. 3
{
  "formula": "C5H13N2P",
  "method": "ωB97M-V/def2-TZVPD",
  "elements": ["C", "H", "H", "P", "H", "C", "H", "H", "C", "C", "H", "H", "N", "H", "H", "C", "N", "H", "H", "H", "H"],
  "coordinates": [[0.81, -1.53, 0.77], [-2.42, 1.55, 0.01], [0.87, -1.64, 1.87], [1.09, 0.22, 0.22], [-0.48, -2.36, -0.71], [-0.61, -1.95, 0.29], [-0.97, -2.82, 0.95], [2.24, 1.86, 1.44], [-1.45, -0.70, 0.44], [-1.33, 1.66, 0.15], [1.43, -2.37, 0.35], [2.46, 0.99, -1.62], [1.98, 0.81, 1.38], [-1.70, -0.61, 1.51], [-1.27, 1.84, 1.15], [1.67, 0.33, -1.51], [-0.67, 0.45, -0.14], [2.03, -0.65, -1.78], [-2.28, -0.82, -0.13], [-0.88, 2.58, -0.40], [0.90, 0.58, -2.24]],
  "homo_energy_ev": -8.471,
  "homo_lumo_gap_ev": 9.433,
  "lumo_ha": 0.03532,
  "e_tot_ha": -649.13235,
  "smiles": "CN1CCC[P@]1(C)=N",
  "max_force_ha_per_bohr": 0.0662
}


No. 4
{
  "formula": "C25H24ClN3O4S",
  "method": "ωB97M-V/def2-TZVPD",
  "elements": ["H", "H", "C", "H", "C", "O", "C", "C", "C", "C", "H", "C", "C", "H", "H", "N", "H", "C", "H", "H", "H", "C", "C", "H", "C", "H", "N", "H", "O", "O", "C", "C", "H", "S", "H", "C", "C", "H", "N", "H", "H", "C", "C", "Cl", "C", "O", "C", "H", "C", "H", "C", "H", "H", "C", "H", "H", "C", "C"],
  "coordinates": [[-4.38, 3.72, 0.52], [-1.95, -4.32, 3.23], [-2.72, 4.75, -1.34], [1.59, -1.41, -5.01], [3.88, -0.76, -1.42], [-6.58, -1.15, 2.29], [4.94, -2.07, -3.22], [2.24, 0.69, -0.14], [-1.27, 1.85, -0.77], [-2.52, -0.96, 2.94], [-0.15, 4.48, 1.09], [-1.80, -2.16, 3.07], [2.08, 0.06, -2.60], [4.93, -2.41, -4.25], [-4.47, -0.07, 2.63], [-5.98, -2.24, 2.45], [2.60, 0.01, -5.41], [0.58, -2.09, 1.57], [-2.78, 5.81, -1.03], [-2.00, 0.00, 3.01], [1.90, 3.06, 1.12], [2.67, 0.05, -1.30], [-0.13, 3.51, 0.59], [2.93, 0.73, 0.71], [-2.49, -3.38, 3.07], [-1.94, 4.64, -2.10], [2.82, -0.72, -3.44], [3.36, -1.60, -5.23], [-6.57, -3.35, 2.39], [0.37, -3.40, 3.80], [5.94, -2.43, -2.30], [-3.39, 4.01, 0.89], [-3.10, 3.34, 1.70], [0.01, -2.13, 3.21], [0.00, -2.70, 0.90], [-1.29, 3.10, -0.12], [-3.90, -0.99, 2.75], [-2.17, 1.51, -1.30], [-2.42, 3.92, -0.19], [-3.44, 5.04, 1.27], [-3.69, 4.47, -1.77], [4.88, -1.10, -0.54], [-3.87, -3.42, 2.87], [2.24, -2.22, 1.42], [1.00, 2.72, 0.60], [0.32, -0.89, 3.88], [1.04, 1.48, -0.09], [6.75, -3.08, -2.63], [-0.14, 1.06, -0.74], [4.86, -0.70, 0.48], [3.92, -1.25, -2.75], [-4.41, -4.36, 2.82], [6.70, -2.25, -0.28], [5.91, -1.96, -0.98], [1.20, 0.61, -2.93], [-0.15, 0.08, -1.23], [-4.58, -2.22, 2.70], [2.57, -0.94, -4.85]],
  "homo_energy_ev": -5.855,
  "homo_lumo_gap_ev": 3.531,
  "lumo_ha": -0.08539,
  "e_tot_ha": -2290.39078,
  "max_force_ha_per_bohr": 0.0620
}


No. 5
{
  "formula": "C10H10",
  "method": "ωB97M-V/def2-TZVPD",
  "elements": ["H", "H", "H", "C", "H", "C", "C", "H", "H", "C", "C", "C", "H", "C", "H", "H", "C", "C", "H", "C"],
  "coordinates": [[0.05, 3.20, 0.25], [1.91, 2.90, -0.16], [-0.28, -0.84, 2.78], [0.80, 2.56, -0.28], [0.17, -1.83, 1.34], [0.14, 0.07, -0.72], [-0.43, 0.20, 0.74], [-2.00, 0.63, -0.72], [0.78, -2.05, -0.67], [-1.42, -1.52, -0.73], [0.81, 1.10, 0.09], [0.11, -1.34, -1.13], [-2.25, -1.64, -1.41], [-1.36, -0.06, -0.27], [0.52, 2.66, -1.38], [0.32, -1.44, -2.18], [0.13, -0.79, 1.80], [1.41, -0.13, 1.67], [-1.48, -2.29, 0.10], [2.06, 0.62, 0.88]],
  "homo_energy_ev": -8.647,
  "homo_lumo_gap_ev": 8.752,
  "lumo_ha": 0.00387,
  "e_tot_ha": -386.72189,
  "smiles": "C[C@@]12C#CC[C@]13[C@@H]1CC[C@@]123",
  "max_force_ha_per_bohr": 0.0501
}


No. 6
{
  "formula": "C17H18BClN6O2V",
  "method": "ωB97M-V/def2-TZVPD",
  "elements": ["H", "H", "C", "N", "H", "O", "C", "C", "C", "H", "H", "H", "C", "H", "H", "N", "H", "H", "N", "C", "H", "C", "C", "C", "N", "C", "C", "H", "V", "H", "O", "C", "N", "H", "C", "C", "C", "H", "H", "Cl", "C", "B", "N", "C", "H", "H"],
  "coordinates": [[-2.21, -4.67, -2.14], [-1.19, 0.45, -3.29], [-3.70, -1.41, 1.11], [-0.37, -2.70, 0.72], [2.10, 6.36, 1.26], [-0.09, 1.90, 0.30], [3.14, 2.64, 1.64], [0.23, -3.49, 1.63], [1.15, 1.85, 0.39], [-1.28, -3.79, -4.62], [1.44, -0.59, -1.62], [0.55, 4.52, 0.49], [2.37, 5.31, 1.37], [0.07, 1.48, -2.54], [3.44, 1.59, 1.70], [-1.48, -2.82, -1.49], [-2.31, -3.84, 0.38], [-0.17, -1.30, -4.08], [0.46, -1.64, 0.39], [-1.22, -3.27, -3.65], [2.20, -3.34, 2.60], [-1.71, -3.73, -2.42], [-0.67, -2.02, -3.41], [-3.99, -0.04, 1.17], [-0.82, -1.68, -2.07], [-2.92, 0.59, 0.50], [1.48, -2.94, 1.92], [-2.73, 1.65, 0.36], [-0.12, -0.25, -1.23], [2.38, -1.06, 1.09], [1.93, 0.92, -0.03], [-0.91, 1.02, -2.40], [-2.06, -0.34, 0.04], [4.96, 3.38, 2.53], [3.61, 4.98, 1.94], [1.92, 2.97, 1.04], [1.51, 4.30, 0.94], [-4.84, 0.43, 1.63], [-1.59, 1.56, -1.78], [4.68, 6.21, 2.47], [1.58, -1.78, 1.13], [-1.75, -2.84, 0.05], [-2.57, -1.57, 0.41], [4.00, 3.64, 2.09], [-0.28, -4.36, 1.98], [-4.22, -2.28, 1.49]],
  "spin_multiplicity": 4,
  "s_squared": 3.782,
  "homo_energy_ev": [-7.954, -8.795],
  "homo_lumo_gap_ev": [8.142, 5.594],
  "lumo_ha": [0.00691, -0.11764],
  "e_tot_ha": -2566.61401,
  "max_force_ha_per_bohr": 0.1489
}